No. 1
The following is a quantum chemistry calculation of a structure of composition C26H25AuBN7, from OMol25.

ORCA input file:
```
! RIJCOSX wB97M-V def2-TZVPD def2/J DEFGRID3
* xyz 0 3
Au -1.5170 0.4405 -0.7126
B -4.9582 -0.4108 -0.7443
N -3.8795 -1.5017 -0.5808
C -3.9841 -2.6697 0.0654
C -2.8358 -3.4105 -0.1691
C -2.0610 -2.5935 -0.9866
N -2.7119 -1.4524 -1.2451
N -4.4706 0.9277 -0.0735
C -5.2922 1.8426 0.4421
C -4.5498 2.9337 0.8748
C -3.2400 2.5927 0.5801
N -3.2114 1.3827 0.0043
H -5.9409 -0.7607 -0.1516
H -5.1511 -0.2081 -1.9148
H -4.8573 -2.9006 0.6518
H -2.5934 -4.3893 0.2064
H -1.0847 -2.7729 -1.4107
H -6.3541 1.6679 0.4643
H -4.9129 3.8351 1.3351
H -2.3282 3.1391 0.7554
C -0.2270 -1.0566 3.4018
C -0.8428 -0.2783 2.4187
N -0.3462 -0.0699 1.2245
C 0.9172 -0.6023 0.8842
C 1.4596 -1.6473 1.7896
C 0.9069 -1.7782 3.0524
C 2.4406 -2.5307 1.2865
C 2.6630 -2.7130 -0.0515
C 1.9459 -2.0069 -1.0485
C 1.9044 -2.3844 -2.3740
C 1.0977 -1.6887 -3.2830
C 0.2535 -0.7032 -2.8096
N 0.2235 -0.2928 -1.5424
C 1.2030 -0.7999 -0.6383
H -0.6751 -1.1389 4.3808
H -1.7954 0.2050 2.6185
H 1.3341 -2.4953 3.7443
H 2.9576 -3.1595 2.0031
H 3.3441 -3.4908 -0.3771
H 2.4773 -3.2472 -2.6938
H 1.0613 -1.9677 -4.3253
H -0.4545 -0.2247 -3.4765
C 0.7327 2.8607 1.1453
C 2.0793 2.6577 0.5229
C 2.9075 3.7718 0.4218
C 4.1451 3.7112 -0.1854
C 4.5540 2.5172 -0.7478
C 3.7713 1.3766 -0.6597
C 4.2733 0.0981 -1.2619
C 2.5322 1.4182 0.0200
N 1.9105 0.1584 0.1816
H 0.5425 3.9250 1.2876
H 0.6371 2.3600 2.1073
H -0.0389 2.4630 0.4880
H 2.5577 4.7125 0.8309
H 4.7835 4.5844 -0.2211
H 5.5122 2.4581 -1.2506
H 5.3292 0.1807 -1.5158
H 3.7208 -0.1472 -2.1724
H 4.1353 -0.7273 -0.5654
*
```

Output
E_LUMO (alpha / beta) = 0.03 / -1.89 eV
<S²> = 2.0546
HOMO (alpha / beta) = -6.345 / -7.425 eV
Kohn-Sham gap (alpha / beta) = 6.37 / 5.53 eV
molecular weight = 643.31 g/mol
energy above the lowest of the compared OMol25 structures with the same formula, charge and spin = 138.6 kJ/mol

***

No. 2
The following is a quantum chemistry calculation of a structure of composition C34H28Cl2N2OPdS3Sb at a distorted geometry, from OMol25.

ORCA input file:
```
! RIJCOSX wB97M-V def2-TZVPD def2/J DEFGRID3
* xyz 1 5
Pd 0.4974 -0.0213 0.2395
C 2.0915 1.2789 4.5644
C 1.3129 1.0962 3.2838
S 2.0322 0.1509 2.0935
C 0.0703 1.7145 3.1034
C -0.5511 2.5773 4.1739
S -0.8185 1.5644 1.6778
H 3.0195 0.7139 4.5305
H 1.5151 0.9383 5.4267
H 2.3352 2.3309 4.7257
H 0.0667 2.6384 5.0657
H -1.5274 2.1821 4.4571
H -0.7106 3.5893 3.7987
Cl -1.3012 -2.9376 -3.7414
C -1.5124 -1.2550 -3.7044
C -2.1437 -0.5967 -4.7423
C -2.3101 0.7776 -4.6986
Cl -3.1222 1.5386 -5.9896
C -1.8075 1.5784 -3.6101
C -1.9212 2.9747 -3.5392
C -1.3611 3.6301 -2.4704
C -0.6982 2.8869 -1.4871
N -0.5979 1.5701 -1.5287
C -1.1477 0.9310 -2.5631
C -1.0287 -0.5414 -2.5377
O -0.5529 -1.1374 -1.5697
H -2.5145 -1.1580 -5.5884
H -2.4443 3.5162 -4.3150
H -1.4245 4.7051 -2.3801
H -0.2378 3.3758 -0.6367
C -2.4327 -3.9738 5.7024
C -3.0200 -4.4169 4.5263
C -2.6850 -3.8339 3.3096
C -1.7460 -2.8075 3.2730
C -1.1846 -2.3399 4.4606
C -1.5185 -2.9301 5.6710
Sb -1.1356 -1.9537 1.4208
C 0.6414 -3.1411 1.1971
C 1.3645 -3.5242 2.3238
C 2.5892 -4.1655 2.1921
C 3.1116 -4.4209 0.9321
C 2.3938 -4.0498 -0.1962
C 1.1652 -3.4158 -0.0655
C -2.3737 -3.0398 0.0831
C -3.5035 -2.4304 -0.4580
C -4.3513 -3.1440 -1.2965
C -4.0721 -4.4698 -1.5970
C -2.9450 -5.0815 -1.0634
C -2.0952 -4.3699 -0.2253
H -2.6936 -4.4355 6.6456
H -3.7460 -5.2193 4.5514
H -3.1563 -4.1918 2.4031
H -0.4858 -1.5092 4.4503
H -1.0683 -2.5723 6.5880
H 0.9775 -3.3387 3.3177
H 3.1336 -4.4687 3.0773
H 4.0676 -4.9178 0.8304
H 2.7878 -4.2561 -1.1838
H 0.5994 -3.1708 -0.9585
H -3.7306 -1.3943 -0.2294
H -5.2343 -2.6690 -1.7051
H -4.7353 -5.0282 -2.2448
H -2.7279 -6.1161 -1.2967
H -1.2207 -4.8552 0.1905
S 4.5547 1.0295 -2.1576
C 3.5163 0.1477 -3.1863
C 2.4130 -0.2359 -2.5021
N 2.3794 0.1594 -1.1835
C 3.4541 0.8341 -0.8789
H 3.7686 -0.0510 -4.2142
H 1.6125 -0.8387 -2.9003
H 3.6451 1.2331 0.1066
*
```

Output
E_LUMO (alpha / beta) = -3.14 / -5.17 eV
<S²> = 6.0612
HOMO (alpha / beta) = -9.692 / -10.969 eV
Kohn-Sham gap (alpha / beta) = 6.55 / 5.80 eV
molecular weight = 875.90 g/mol